# 1
A 2-piece molecular cluster, C5H10O overall, computed with ωB97M-V/def2-TZVPD.

XYZ file:
```
16
Properties=species:S:1:pos:R:3:forces:R:3:mulliken_charge:R:1
C 0.1662 0.4252 1.6904 0.273 0.224 0.155 -0.885
C 0.6818 1.1827 0.7297 0.029 0.039 0.379 0.028
C 1.7516 0.7453 -0.2082 0.082 -0.081 -0.127 -0.987
H -0.4817 0.8599 2.4417 -0.209 -0.138 -0.107 0.278
H 0.4524 -0.6179 1.8006 -0.023 0.177 0.055 0.329
H 0.3854 2.2272 0.6480 -0.038 -0.063 0.092 0.330
H 1.8989 -0.3377 -0.1830 -0.091 0.093 -0.077 0.285
H 2.6953 1.2105 0.0981 -0.055 0.002 -0.163 0.338
H 1.5276 1.0762 -1.2258 0.147 -0.125 -0.016 0.275
C -1.3019 -0.6215 -1.3785 0.179 0.137 -0.118 -0.859
C -1.2767 -1.4042 -0.1147 -0.019 -0.558 -0.066 0.150
O -0.5264 -2.3298 0.0808 -0.226 0.210 0.157 -0.492
H -1.2130 0.4381 -1.1107 -0.204 -0.123 -0.277 0.212
H -2.2507 -0.8178 -1.8915 0.099 0.223 0.058 0.374
H -0.4672 -0.9310 -2.0075 -0.080 0.085 -0.041 0.255
H -2.0417 -1.1051 0.6306 0.136 -0.103 0.097 0.369
```
Forces are in eV/Å.

Calculated values
charge = 0
gap between HOMO and LUMO = 10.759 eV
calculated total energy = -271.70403 hartree
ΔE to the lowest compared entry with this formula, charge and spin = 30.5 kcal/mol
HOMO = -9.680 eV
LUMO level = 1.08 eV
SMILES = C=CC.CC=O

# 2
A 2-piece molecular cluster, C4H13N2O overall at a distorted geometry, computed with ωB97M-V/def2-TZVPD.

XYZ file:
```
20
Properties=species:S:1:pos:R:3:forces:R:3:mulliken_charge:R:1
C 2.5157 0.9027 0.2141 -0.960 -0.490 1.075 -1.082
C 1.9476 -0.3954 -0.3713 0.346 0.297 -0.343 -0.426
C 0.4634 -0.6552 -0.1210 0.102 0.597 0.067 -0.522
N -2.2002 -0.3612 -1.4173 -0.366 0.280 -0.615 -0.349
C -1.5902 0.6038 -0.7525 -0.132 -0.280 -0.264 0.143
N -0.3889 0.5424 -0.2685 -0.003 0.034 0.168 -0.057
H 3.4575 1.1838 -0.2323 0.114 0.080 -0.092 0.357
H 2.6363 0.7989 1.3010 0.265 -0.003 -0.205 0.314
H 1.7850 1.7037 0.1179 0.311 0.366 -0.401 0.257
H 2.1754 -0.4016 -1.4389 -0.237 -0.127 -0.033 0.327
H 2.4564 -1.2507 0.0679 0.164 -0.085 -0.106 0.324
H 0.1020 -1.3889 -0.8225 -0.070 -0.422 -0.018 0.290
H 0.3128 -1.0044 0.9001 -0.161 -0.122 -0.072 0.289
H -1.6838 -1.0935 -1.8745 0.068 -0.301 0.272 0.197
H -3.1074 -0.1685 -1.8355 0.376 0.018 0.236 0.266
H -2.1516 1.5207 -0.6274 0.038 0.010 0.252 0.388
H -0.1583 1.3222 0.3237 0.207 0.151 0.015 0.273
H -1.6225 -0.5219 2.8305 -0.324 -0.042 -0.237 0.300
H -2.9241 -0.8308 2.0581 0.015 -0.052 0.181 0.294
O -2.0251 -0.5062 1.9486 0.247 0.092 0.122 -0.582
```
Forces are in eV/Å.

Calculated values
charge = +1
gap between HOMO and LUMO = 11.778 eV
calculated total energy = -344.73379 hartree
ΔE to the lowest compared entry with this formula, charge and spin = 20.7 kcal/mol
HOMO = -14.863 eV
LUMO level = -3.09 eV

# 3
C18H19BrF3O4TeTi as an isolated structure, computed with ωB97M-V/def2-TZVPD.

XYZ file:
```
47
Properties=species:S:1:pos:R:3:forces:R:3:lowdin_spin:R:1
Ti -0.7174 -0.7112 -0.3333 -0.284 -0.058 -0.325 1.816
C -3.9324 -2.1547 -0.0589 -0.010 0.021 -0.004 0.002
O -2.8986 -1.4384 0.6022 -0.045 -0.024 0.002 0.022
C -2.8651 -1.6712 1.9944 0.027 0.033 -0.008 0.002
C -1.8144 -0.7406 2.5510 0.008 -0.011 -0.042 0.006
O -0.5933 -0.9256 1.8334 0.102 0.010 0.184 0.024
C 0.4285 -1.6514 2.5113 -0.068 0.015 0.038 0.005
H -4.9084 -1.8092 0.2960 0.001 0.000 0.004 0.000
H -3.8348 -3.2293 0.1213 0.010 -0.003 -0.013 0.000
H -3.8293 -1.9617 -1.1223 0.011 0.005 0.008 0.000
H -2.6280 -2.7250 2.1877 0.018 0.010 0.024 0.000
H -3.8363 -1.4404 2.4510 -0.007 -0.007 -0.026 0.000
H -1.6602 -0.9092 3.6194 0.028 -0.017 -0.007 0.001
H -2.1084 0.2958 2.3745 -0.019 -0.006 0.013 0.001
H 0.1313 -2.6932 2.6554 0.016 -0.004 0.009 0.000
H 0.6317 -1.1815 3.4763 0.012 0.003 -0.002 0.000
H 1.3136 -1.5982 1.8830 0.001 -0.007 -0.003 0.000
Te -2.1140 1.8186 -0.3642 0.036 -0.075 -0.016 0.010
C -0.5251 3.1046 -0.9278 -0.003 -0.015 0.016 0.007
C -0.2163 4.2315 -0.1673 -0.009 -0.020 -0.003 0.001
C 0.8638 5.0415 -0.4950 0.006 -0.004 -0.014 0.000
C 1.6576 4.7394 -1.5930 -0.005 0.008 0.009 0.000
C 1.3531 3.6254 -2.3637 0.025 0.020 0.010 0.000
C 0.2718 2.8209 -2.0364 -0.008 -0.026 -0.003 0.002
H -0.8207 4.4640 0.7015 0.008 0.014 0.002 0.000
H 1.0918 5.9071 0.1169 -0.004 0.000 0.004 0.000
H 2.5099 5.3602 -1.8408 0.002 -0.002 0.001 0.000
H 1.9751 3.3698 -3.2134 -0.011 -0.013 -0.005 0.000
H 0.0602 1.9405 -2.6305 0.002 0.010 -0.003 0.001
Br 5.8013 1.6811 -0.6477 -0.015 0.002 0.008 0.003
C 4.0241 0.9720 -0.5776 0.054 0.026 0.003 0.017
C 3.1033 1.5298 0.2917 -0.034 -0.041 -0.035 -0.002
C 1.8155 1.0052 0.3095 0.059 0.026 0.012 0.014
C 1.3936 -0.0613 -0.5059 -0.038 -0.040 -0.021 0.005
C 2.3863 -0.5841 -1.3480 0.051 0.052 0.019 0.016
C 3.6863 -0.0835 -1.4018 -0.008 -0.029 -0.022 -0.002
H 3.3785 2.3676 0.9198 -0.002 0.002 0.003 -0.001
H 1.0974 1.4833 0.9739 0.006 0.002 0.001 0.001
H 2.1492 -1.4143 -2.0098 -0.004 0.003 -0.003 0.001
H 4.4219 -0.5050 -2.0759 0.000 0.000 0.002 -0.001
F 0.4471 -3.0792 -0.1239 -0.119 0.001 -0.024 0.009
C -0.5214 -3.9704 -0.4618 0.106 -0.113 -0.024 0.002
F -1.2089 -4.2206 0.6807 0.014 -0.006 -0.058 0.002
F 0.0971 -5.1029 -0.8070 -0.016 0.059 0.064 0.000
C -1.4689 -3.4345 -1.5805 -0.139 0.106 -0.020 0.006
O -2.1941 -4.2739 -2.0853 0.065 0.013 -0.020 0.005
O -1.3939 -2.1881 -1.7790 0.182 0.079 0.267 0.024
```
Forces are in eV/Å.

Calculated values
⟨S²⟩ = 2.005
charge = -1
gap between HOMO and LUMO (alpha / beta) = 5.739 / 6.623 eV
calculated total energy = -4989.45070 hartree
ΔE to the lowest compared entry with this formula, charge and spin = 0.0 kcal/mol
HOMO (alpha / beta) = -3.221 / -4.108 eV
multiplicity = 3
LUMO level (alpha / beta) = 2.52 / 2.51 eV

# 4
C24H44Cl3N2O4SiSm as an isolated structure at a distorted geometry, computed with ωB97M-V/def2-TZVPD.

XYZ file:
```
79
Properties=species:S:1:pos:R:3:forces:R:3:lowdin_spin:R:1
C -1.9103 3.6472 -2.7378 -0.166 -0.124 0.055 0.000
C -0.5392 3.7491 -2.1246 0.629 0.555 0.510 0.000
H -2.2922 4.5833 -3.1779 0.274 -0.305 0.269 0.000
H -2.6303 3.2852 -1.9860 0.111 0.072 -0.289 0.000
H -1.8713 2.8867 -3.5332 -0.139 0.184 0.215 0.000
C 0.0427 4.8972 -1.7422 -0.040 -0.564 -0.588 -0.001
C -0.5921 6.2420 -1.8487 -0.494 0.470 -0.071 0.000
H 1.0880 4.8873 -1.4401 -0.207 -0.094 0.160 0.000
H -1.6662 6.1869 -1.6019 0.365 0.145 -0.141 0.000
H -0.5003 6.6527 -2.8702 -0.053 -0.061 0.338 0.000
H -0.1273 6.9636 -1.1634 -0.099 -0.156 -0.161 0.000
Sm -0.9766 -0.1859 0.1911 0.471 1.649 -0.866 5.046
Cl -1.1237 -1.3986 -2.1894 0.234 -0.226 0.159 -0.009
Cl -2.9606 0.1382 1.8731 -0.078 -0.340 0.232 -0.011
H -0.3946 -5.8275 2.3808 0.067 0.218 -0.071 0.000
H -1.2457 -6.5799 0.1928 -0.048 0.247 -0.057 0.000
C -1.0645 -4.9610 2.3742 0.069 -0.149 0.005 0.000
C -1.9555 -5.7441 0.1762 -0.265 0.153 0.038 0.000
N -1.4559 -4.6473 1.0028 0.048 -0.164 0.212 0.000
H -0.5736 -4.0940 2.8220 -0.126 -0.188 -0.124 0.000
C -1.3381 -3.4242 0.5024 0.605 0.915 0.190 0.000
O -0.7370 -2.4670 1.0620 -0.832 -1.061 -0.414 -0.006
H -2.0814 -5.3861 -0.8528 0.017 -0.167 0.279 0.000
H -1.7995 -3.2665 -0.4860 0.311 -0.222 0.152 0.000
H -1.9399 -5.2467 2.9707 0.045 0.217 -0.173 0.000
H -2.9178 -6.1133 0.5548 0.169 0.118 -0.070 0.000
H -2.0288 3.5584 0.3162 0.018 -0.014 0.280 0.000
H 0.4501 5.1097 1.1575 -0.295 -0.143 0.155 0.000
C -2.0438 3.4796 1.4132 -0.255 -0.180 -0.508 0.000
C -0.0505 4.7937 2.0868 0.209 -0.125 0.040 0.000
N -0.6910 3.4873 1.9405 0.596 -0.389 0.668 0.000
H -2.5483 2.5441 1.6905 0.174 0.390 -0.061 0.000
C -0.0123 2.3878 2.3181 -0.621 -0.375 -0.815 0.000
O -0.2980 1.1965 2.0603 0.577 1.779 0.544 -0.004
H 0.7140 4.7261 2.8701 -0.185 0.158 -0.105 0.000
H 0.9041 2.6481 2.8745 -0.084 -0.221 -0.032 0.000
H -2.5606 4.3548 1.8341 0.026 -0.371 -0.090 0.000
H -0.8069 5.5391 2.3587 0.248 -0.174 0.020 0.000
O -0.5693 1.7018 -0.9356 -0.546 -1.154 1.534 -0.012
C 0.1292 2.3928 -1.8844 0.399 -0.251 -0.697 -0.001
C 2.0581 2.8688 -0.3042 0.349 0.256 0.241 0.000
C 1.6267 2.4997 -1.5769 -0.221 0.119 -0.067 0.000
H 1.3327 2.9134 0.5131 0.259 0.056 -0.521 0.000
C 3.3882 3.2451 -0.0774 -0.200 -0.291 -0.077 0.000
H 0.0425 1.8574 -2.8442 0.174 -0.077 -0.166 0.000
C 2.5714 2.3520 -2.5960 0.040 0.358 0.244 0.000
H 3.6901 3.5998 0.9162 -0.053 -0.178 -0.415 0.000
C 4.3126 3.1857 -1.1245 -0.060 0.073 -0.181 0.000
C 3.9050 2.7240 -2.3858 -0.043 -0.097 0.229 0.000
H 2.2163 1.9871 -3.5602 0.230 0.190 0.092 0.000
H 5.3425 3.5207 -0.9606 -0.385 -0.192 -0.108 0.000
H 4.6248 2.6734 -3.2090 -0.248 -0.043 0.333 0.000
Si -5.3724 -0.8110 -0.8788 -0.167 0.246 0.715 0.000
Cl -3.9339 0.6704 -1.4270 -0.658 -0.188 0.322 0.000
C -5.8299 -1.0147 0.9323 0.513 0.369 0.232 0.000
C -4.5054 -2.3640 -1.4176 -0.197 -0.262 -0.405 0.000
C -7.0293 -0.3178 -1.6326 0.083 0.093 -0.552 0.000
H -4.9375 -0.8691 1.5682 -0.733 -0.142 -0.250 0.000
H -6.2094 -2.0343 1.1090 -0.047 0.302 -0.207 0.000
H -6.5990 -0.2746 1.2065 0.247 -0.316 0.047 0.000
H -7.4487 0.5478 -1.0846 0.335 -0.389 -0.179 0.000
H -7.7601 -1.1390 -1.5466 0.283 0.182 0.013 0.000
H -6.9543 -0.0344 -2.6918 -0.075 -0.095 0.220 0.000
H -3.4210 -2.3506 -1.2379 -0.464 0.279 -0.083 0.000
H -4.6445 -2.4565 -2.5037 0.143 -0.295 0.198 0.000
H -4.9378 -3.2248 -0.8909 -0.020 0.057 -0.271 0.000
C 3.4445 -1.9697 0.6540 -0.151 -0.352 0.229 0.000
C 3.5436 -0.9956 1.8379 -0.071 0.352 -0.076 0.000
C 2.2408 -0.1951 1.7961 -0.537 0.205 0.028 0.000
O 1.5435 -0.4978 0.5423 0.619 -0.197 0.381 -0.004
C 2.2515 -1.5296 -0.2021 -0.204 0.213 -0.114 0.000
H 4.3746 -2.0364 0.0900 -0.110 0.070 -0.033 0.000
H 3.2246 -2.9602 1.0479 0.116 -0.137 -0.061 0.000
H 4.4084 -0.3243 1.7483 -0.247 -0.195 -0.061 0.000
H 3.6233 -1.5107 2.8041 0.075 0.043 -0.340 0.000
H 1.5436 -0.4582 2.6071 0.352 0.084 -0.231 0.000
H 2.4368 0.8898 1.8471 -0.217 -0.430 -0.214 0.000
H 2.5271 -1.1169 -1.1854 -0.040 -0.042 0.393 0.000
H 1.5496 -2.3632 -0.3608 0.202 0.321 -0.027 0.000
```
Forces are in eV/Å.

Calculated values
⟨S²⟩ = 8.757
charge = 0
gap between HOMO and LUMO (alpha / beta) = 8.470 / 8.490 eV
calculated total energy = -3679.64345 hartree
ΔE to the lowest compared entry with this formula, charge and spin = 8.9 kcal/mol
HOMO (alpha / beta) = -8.167 / -8.187 eV
multiplicity = 6
LUMO level (alpha / beta) = 0.30 / 0.30 eV

# 5
C5H12N2O as an isolated structure at a distorted geometry, computed with ωB97M-V/def2-TZVPD.

XYZ file:
```
20
Properties=species:S:1:pos:R:3:forces:R:3:mulliken_charge:R:1
C 1.8547 1.1278 0.3414 -0.052 1.062 2.044 -0.872
C 0.7004 0.3504 -0.3192 2.663 4.591 -1.162 0.401
C -0.4940 0.9889 -0.9850 -1.742 -5.523 2.134 -0.810
C -1.6511 0.8469 0.1456 -2.516 0.797 -2.150 -0.569
C -1.7059 -0.6320 0.6478 -0.817 2.036 3.150 -0.288
H 1.3252 1.4715 1.5159 2.365 -0.818 -3.333 0.175
H 2.9357 0.0370 0.3556 -3.266 3.398 0.230 0.398
H 2.1213 2.2427 -0.3579 -0.938 -3.666 2.331 0.217
H -0.7681 0.1459 -1.7734 0.322 2.547 1.016 0.258
H -0.4149 1.9598 -1.2664 0.437 2.697 -1.204 0.496
H -1.6341 1.6022 0.9507 0.582 -0.388 -0.221 0.388
H -2.7077 1.1477 -0.4477 2.638 -1.086 1.535 0.256
H -2.5579 -0.8216 1.4073 0.893 0.545 -1.472 0.369
H -0.7974 -0.7310 1.4429 -1.208 -0.609 -2.333 0.052
H -0.9444 -1.5459 -0.8461 -2.443 0.073 0.689 0.449
H 2.0455 -2.4584 -1.0055 0.095 2.519 4.987 0.342
H 1.6154 -2.0009 1.3316 0.695 1.500 -5.153 0.297
N 0.9898 -0.7792 -0.7395 -0.825 -4.600 1.489 -0.261
N 2.0006 -1.5245 0.0679 -0.410 -3.656 -2.087 -0.750
O -1.9130 -1.4273 -0.4660 3.529 -1.421 -0.489 -0.548
```
Forces are in eV/Å.

Calculated values
charge = 0
gap between HOMO and LUMO = 8.413 eV
calculated total energy = -382.09080 hartree
ΔE to the lowest compared entry with this formula, charge and spin = 258.4 kcal/mol
HOMO = -8.714 eV
LUMO level = -0.30 eV

# 6
A 3-piece molecular cluster, C14H31BCl4O2 overall at a distorted geometry, computed with ωB97M-V/def2-TZVPD.

XYZ file:
```
52
Properties=species:S:1:pos:R:3:forces:R:3:mulliken_charge:R:1
C -0.3904 0.3898 -3.6862 -0.158 -0.188 0.048 -0.557
O -1.6408 0.7204 -3.1337 -0.056 -0.030 -0.015 -0.429
C -2.1705 -0.3529 -2.3704 0.033 0.319 -0.285 -0.081
C -3.4192 0.1305 -1.6677 0.181 -0.234 0.162 -0.934
C -3.5904 -0.4740 -0.2811 0.160 0.482 0.033 -0.686
C -2.4073 -0.1754 0.6424 -0.024 -0.473 -0.141 -0.425
C -2.7693 -0.2114 2.1190 -0.075 0.028 -0.035 -1.099
C -3.4119 1.0606 2.6636 0.041 0.149 -0.557 -0.730
C -2.7250 2.3891 2.3103 0.153 -0.120 1.022 -0.818
B -1.3528 2.7019 3.0056 -0.112 -0.229 -0.277 0.222
C -0.2709 1.6459 3.4473 0.266 0.499 -0.266 -0.471
C 1.1128 2.2770 3.4220 -0.312 0.005 0.210 -0.425
O 2.1294 1.4248 3.9299 -0.092 -0.489 -0.152 -0.543
H -0.0001 1.2702 -4.1754 0.102 0.233 -0.127 0.343
H -0.4638 -0.4271 -4.4076 -0.092 -0.086 -0.183 0.340
H 0.2947 0.0528 -2.9106 0.224 0.080 0.192 0.072
H -1.4222 -0.6625 -1.6425 0.199 -0.146 0.093 0.018
H -2.3823 -1.1954 -3.0294 0.023 -0.264 -0.074 0.405
H -4.2991 -0.0594 -2.2714 -0.188 0.072 -0.180 0.362
H -3.2972 1.2016 -1.5611 -0.129 0.354 0.009 0.385
H -4.4842 -0.0360 0.1551 -0.299 -0.108 0.095 0.373
H -3.7223 -1.5500 -0.3423 -0.213 -0.229 0.031 0.302
H -1.9410 0.7586 0.3419 0.094 0.248 0.084 0.412
H -1.6559 -0.9414 0.4816 0.275 -0.113 -0.075 0.395
H -1.8961 -0.5040 2.6899 0.145 0.079 0.228 0.491
H -3.4897 -1.0153 2.2496 -0.098 -0.269 0.132 0.405
H -3.5231 0.9892 3.7418 0.008 -0.075 0.217 0.405
H -4.4217 1.1086 2.2647 -0.295 -0.001 -0.016 0.432
H -3.4069 3.1892 2.5906 -0.160 0.251 -0.068 0.376
H -2.5977 2.5079 1.2369 0.081 0.023 -0.321 0.298
H -1.0816 3.8552 3.1907 0.036 0.033 0.006 -0.150
H -0.4608 1.3368 4.4777 -0.233 -0.101 0.179 0.229
H -0.2741 0.7508 2.8301 -0.102 -0.192 -0.082 0.196
H 1.0756 3.1650 4.0436 0.255 0.154 0.207 0.297
H 1.3494 2.6163 2.4150 0.179 -0.055 -0.262 0.282
H 1.8673 0.5156 3.7094 0.222 0.420 0.095 0.313
Cl 1.2982 -2.5862 -2.4215 -0.077 -0.117 0.030 -0.116
C 2.8931 -2.6434 -3.2070 0.128 0.012 0.060 -0.072
C 2.8845 -1.9637 -4.5519 0.073 0.061 -0.003 -0.447
Cl 1.9107 -2.8520 -5.7514 -0.029 0.011 -0.014 -0.194
H 3.1888 -3.6861 -3.2868 -0.050 -0.014 -0.027 0.371
H 3.5895 -2.1340 -2.5416 -0.031 0.028 0.008 -0.171
H 3.8999 -1.9107 -4.9412 0.005 -0.041 0.007 0.363
H 2.4852 -0.9547 -4.4817 -0.051 -0.018 0.006 0.255
Cl 4.9593 -3.2757 0.1764 -0.018 -0.019 -0.043 -0.178
C 5.4771 -1.5737 0.2879 0.084 0.038 0.007 -0.544
C 4.4586 -0.7133 0.9897 0.046 0.095 0.076 -0.493
Cl 2.9622 -0.5471 0.0367 -0.041 0.002 -0.006 -0.106
H 5.6637 -1.2174 -0.7222 -0.032 -0.008 -0.015 0.338
H 6.4143 -1.5583 0.8413 -0.022 -0.015 0.036 0.365
H 4.8632 0.2871 1.1340 -0.006 0.000 -0.026 0.304
H 4.1909 -1.1233 1.9599 -0.018 -0.043 -0.024 0.319
```
Forces are in eV/Å.

Calculated values
charge = 0
gap between HOMO and LUMO = 10.130 eV
calculated total energy = -2568.08761 hartree
ΔE to the lowest compared entry with this formula, charge and spin = 0.0 kcal/mol
HOMO = -9.590 eV
LUMO level = 0.54 eV
SMILES = COCCCCCCCBCCO.ClCCCl.ClCCCl